16
Properties=species:S:1:pos:R:3:mulliken_charge:R:1 method="wB97M-V/def2-TZVPD" smiles="N[C@@H]1C=NN[C@H]1CCl" homo_ev=-9.00 fmax_ev_per_a=3.96 homo_lumo_gap_ev=9.9 spin_multiplicity=1
N 1.7952 -0.4821 0.6713 -0.689
C 0.8312 0.1936 -0.2198 0.401
C 0.8127 1.6907 -0.0724 -0.158
N -0.2951 2.2577 0.2515 -0.578
N -1.2937 1.2606 0.2511 -0.284
C -0.5934 -0.0855 0.2800 -0.197
C -1.4121 -1.1385 -0.5440 -0.751
Cl -0.4351 -2.6923 -0.7349 -0.226
H 1.6108 -1.5918 0.8031 0.264
H 2.6720 -0.1935 0.2875 0.258
H 0.9932 -0.1645 -1.2755 0.228
H 1.7818 2.2077 -0.1717 0.343
H -2.0103 1.3569 1.0416 0.300
H -0.5636 -0.4296 1.3615 0.320
H -2.4301 -1.4210 -0.3567 0.433
H -1.4635 -0.7683 -1.5726 0.335



62
Properties=species:S:1:pos:R:3:mulliken_charge:R:1 method="wB97M-V/def2-TZVPD" homo_ev="0.04 / 0.02" charge=-2 fmax_ev_per_a=2.19 homo_lumo_gap_ev="3.8 / 3.8" spin_multiplicity=1
Ni -0.5382 -0.9376 -2.6330 0.125
F -4.5573 2.8148 -0.6475 -0.260
C -3.4631 3.2907 -1.2934 0.598
F -3.3316 4.5873 -0.8673 -0.328
F -3.7673 3.3618 -2.5954 -0.228
C -2.2185 2.5052 -0.9955 -0.064
C -1.3384 3.0209 -0.0606 -0.303
C -0.1480 2.3615 0.2162 -1.013
C 0.1301 1.2232 -0.5289 -0.500
N -0.7096 0.6985 -1.4065 -0.184
C -1.9476 1.2577 -1.6203 0.428
S -2.9899 0.3138 -2.5873 -0.462
H -1.5714 3.9567 0.4313 0.442
H 0.5635 2.7443 0.9379 0.544
H 1.0844 0.7105 -0.4522 0.816
S 0.4565 -3.9477 -3.8904 -0.282
As 2.4688 -3.9207 -2.8679 0.142
S -0.0720 -3.0629 -2.1133 -0.279
S 1.5411 -1.5149 -2.0460 -0.510
S 3.8318 -4.3361 -4.4380 -0.657
C -1.4259 0.2669 5.0791 -0.924
C -2.1317 -0.6895 4.1238 -0.227
C -2.0156 -0.2508 2.6702 -1.252
N -0.6501 -0.3583 2.1849 0.388
C -0.1539 -1.4277 1.5433 -0.580
S -0.9643 -2.7971 1.1429 -0.258
N 1.1921 -1.2532 1.1600 0.724
C 2.1289 -0.5236 1.8204 0.198
O 2.9870 0.1417 1.2820 -0.637
C 2.1368 -0.6216 3.3618 0.286
C 2.7882 0.3829 4.0523 -0.611
C 2.8734 0.3274 5.4405 -0.524
C 2.3140 -0.7468 6.1183 -0.361
C 1.6801 -1.7643 5.4199 -0.689
C 1.5893 -1.7039 4.0309 0.073
H -1.5755 -0.0159 6.1238 0.328
H -1.7985 1.2887 4.9553 0.337
H -0.3472 0.2779 4.8989 0.069
H -3.1913 -0.7766 4.3821 0.425
H -1.7001 -1.6912 4.2042 0.177
H -2.3175 0.7925 2.5470 0.425
H -2.6433 -0.8606 2.0235 0.407
H -0.0847 0.4719 2.2242 0.269
H 1.3968 -1.5892 0.1850 -0.088
H 3.2232 1.1999 3.4912 0.460
H 3.3765 1.1173 5.9832 0.394
H 2.3789 -0.7943 7.1994 0.356
H 1.2560 -2.6096 5.9472 0.409
H 1.1061 -2.5006 3.4763 0.421
C -1.0906 -0.1556 -7.0024 -1.334
Sb -0.1180 -0.5122 -5.0817 0.738
C 1.7468 -1.1103 -5.9153 -1.244
C 0.4706 1.5619 -4.9148 -1.337
H -0.4290 0.4235 -7.6538 0.351
H -2.0192 0.3959 -6.8389 0.322
H -1.3238 -1.1103 -7.4804 0.344
H 1.9995 -0.4666 -6.7628 0.411
H 1.7155 -2.1534 -6.2293 0.343
H 2.5009 -1.0198 -5.1333 0.336
H 1.0521 1.8932 -5.7800 0.461
H 1.0686 1.6538 -4.0077 0.254
H -0.4241 2.1800 -4.8133 0.336



80
Properties=species:S:1:pos:R:3:mulliken_charge:R:1 method="wB97M-V/def2-TZVPD" homo_ev=-7.95 fmax_ev_per_a=10.07 homo_lumo_gap_ev=7.8 spin_multiplicity=1
C 12.1284 19.6900 -17.6388 -1.046
S 12.4661 18.5256 -19.0524 0.213
O 12.8261 19.3463 -20.3489 -0.612
C 14.0695 17.9038 -18.4781 0.569
H 11.0821 19.9952 -17.6506 0.423
H 12.6835 20.6255 -17.7077 0.307
H 12.2679 19.2545 -16.6493 0.325
H 14.3594 17.1755 -19.2356 -1.126
H 14.0114 17.3833 -17.5222 1.535
H 14.7213 18.7730 -18.3903 -0.415
C 16.4595 14.2194 -12.8303 -1.131
S 16.6659 14.8983 -14.5129 0.892
O 15.4708 14.5353 -15.3439 -0.882
C 16.6208 16.7902 -14.2825 0.060
H 15.6292 14.6513 -12.2716 0.361
H 17.3288 14.1948 -12.1732 0.374
H 16.1526 13.1785 -12.9316 0.404
H 17.4416 17.1597 -13.6678 0.533
H 15.6790 17.0856 -13.8201 0.588
H 16.7164 17.3065 -15.2376 -1.261
C 20.9619 14.4867 -17.0619 -0.911
S 19.6525 14.2429 -15.8040 0.462
O 20.0284 15.3074 -14.7561 -0.641
C 18.3571 15.0931 -16.8440 -0.653
H 21.8365 13.8589 -16.8912 0.363
H 21.3041 15.5214 -17.0835 0.285
H 20.6167 14.2281 -18.0629 0.305
H 18.5915 16.1420 -17.0254 0.699
H 17.3317 15.0355 -16.4787 -0.643
H 18.2852 14.5546 -17.7889 0.448
C 15.8154 15.9062 -17.0800 -0.470
S 14.9168 15.7058 -18.6344 0.458
O 15.4426 16.6498 -19.6821 -0.429
C 15.3756 13.9517 -19.1206 -0.084
H 15.9762 16.9667 -16.8864 -0.348
H 16.7900 15.4775 -17.3136 0.270
H 15.3706 15.5149 -16.1650 0.056
H 15.0416 13.7738 -20.1428 0.897
H 14.9832 13.1057 -18.5562 -2.030
H 16.4516 13.7959 -19.0433 0.569
C 16.5213 17.7521 -20.6231 -0.765
S 15.8586 19.4084 -19.9912 0.894
O 17.1170 20.3052 -19.9816 -0.838
C 14.6486 19.8716 -21.3031 -0.988
H 16.8919 17.0970 -19.8347 0.447
H 17.3525 17.7824 -21.3276 0.457
H 15.6903 17.1350 -20.9646 0.391
H 14.1443 20.8256 -21.1495 0.307
H 13.8893 19.0897 -21.2945 0.438
H 15.2138 19.7278 -22.2240 0.391
C 15.3428 11.9354 -19.3747 -0.230
S 15.5624 10.2142 -20.0447 0.415
O 16.9023 10.4090 -20.7240 -0.681
C 14.2581 10.2850 -21.3032 -0.949
H 15.6290 12.6560 -20.1408 0.316
H 16.0828 12.1276 -18.5977 -0.306
H 14.3264 12.0159 -18.9892 0.534
H 14.4503 9.4967 -22.0310 0.403
H 14.3183 11.2329 -21.8379 0.256
H 13.2626 10.0869 -20.9058 0.327
C 13.3283 13.5214 -15.3680 -0.553
S 14.0550 12.2698 -16.5153 0.215
O 13.6658 12.6220 -17.9604 -0.537
C 15.8395 12.7354 -16.5111 -0.514
H 13.5790 13.4606 -14.3090 0.332
H 12.2808 13.2494 -15.4976 0.488
H 13.6233 14.4823 -15.7896 -0.138
H 15.9202 13.7772 -16.8212 0.379
H 16.3035 12.0368 -17.2074 0.642
H 16.3105 12.6605 -15.5310 0.613
C 15.5004 18.4658 -16.0387 -0.711
S 17.3038 18.3944 -16.3915 -0.496
O 17.7942 16.9592 -16.1896 0.092
C 17.1202 18.7035 -18.1436 -0.908
H 15.0706 17.7362 -16.7250 -0.223
H 15.1186 19.4620 -16.2621 0.566
H 15.3359 18.2174 -14.9902 0.322
H 18.1057 18.9199 -18.5560 0.704
H 16.5001 19.5882 -18.2878 0.424
H 16.7387 17.8007 -18.6206 -0.234



53
Properties=species:S:1:pos:R:3:mulliken_charge:R:1 method="wB97M-V/def2-TZVPD" smiles="CCOC(=O)C[C@@H]1[C@H]2[C@H](C(=O)OCC)[C@@H](C(=O)OC)ON2O[C@H]1C(=O)OCC" homo_ev=-9.22 fmax_ev_per_a=1.33 homo_lumo_gap_ev=9.9 spin_multiplicity=1
C -5.9474 -1.7947 0.8036 -1.197
C -4.8567 -0.7421 0.9333 -0.247
O -4.0691 -0.6505 -0.2579 -0.283
C -3.0918 -1.5403 -0.4065 0.636
O -2.8637 -2.4453 0.3517 -0.596
C -2.2755 -1.2469 -1.6522 -1.501
C -1.0725 -0.3642 -1.2964 -0.392
C -0.1896 -0.9831 -0.1897 -0.318
C 1.3204 -0.8600 -0.4427 -0.089
C 1.9968 -2.2010 -0.6635 -0.573
O 2.3440 -2.5918 -1.7452 -0.622
O 2.1073 -2.8870 0.4672 -0.283
C 2.7768 -4.1513 0.4016 -0.325
C 4.2851 -3.9693 0.4707 -1.129
C 1.7873 -0.1102 0.8267 0.382
C 3.0240 0.7201 0.5181 0.156
O 4.1031 0.2160 0.3507 -0.641
O 2.7558 2.0112 0.4366 -0.240
C 3.8178 2.8858 0.0656 -0.859
O 0.6965 0.6730 1.2029 -0.328
N -0.4674 -0.1839 1.0340 -0.264
O -1.5341 0.6215 0.7585 -0.412
C -1.4936 0.9516 -0.6308 0.122
C -0.4612 2.0649 -0.8723 -0.203
O 0.4535 1.9757 -1.6533 -0.617
O -0.7371 3.1148 -0.1286 -0.241
C 0.1951 4.2007 -0.1563 0.122
C -0.4772 5.4237 0.4371 -1.387
H -6.5769 -1.5831 -0.0577 0.293
H -6.5605 -1.7937 1.7000 0.394
H -5.5013 -2.7786 0.6836 0.302
H -4.1928 -0.9777 1.7704 0.319
H -5.2809 0.2549 1.0653 0.368
H -1.9142 -2.1887 -2.0662 0.551
H -2.9001 -0.7365 -2.3847 0.477
H -0.4914 -0.1663 -2.1990 0.943
H -0.4834 -2.0104 0.0379 1.133
H 1.5062 -0.2408 -1.3255 0.912
H 2.4936 -4.6531 -0.5290 0.336
H 2.4020 -4.7121 1.2598 0.334
H 4.7709 -4.9407 0.4670 0.409
H 4.6284 -3.3967 -0.3871 0.306
H 4.5585 -3.4347 1.3768 0.290
H 2.0371 -0.8384 1.6133 0.562
H 3.5814 3.3115 -0.9100 0.253
H 3.8813 3.6744 0.8148 0.252
H 4.7560 2.3310 0.0163 0.455
H -2.4929 1.3012 -0.8944 0.967
H 0.5054 4.3711 -1.1934 0.339
H 1.0703 3.9020 0.4285 0.045
H 0.2236 6.2535 0.4528 0.412
H -0.8018 5.2109 1.4516 0.333
H -1.3451 5.7035 -0.1542 0.340